The following is a quantum chemistry calculation of C5H8N2 in the gas phase, from the Open Molecules 2025 dataset.

XYZ file:
```
15
Properties=species:S:1:pos:R:3:forces:R:3
N 0.788785 0.408003 1.430731 1.1 -0.3 1.0
N 1.627939 0.746198 -0.599422 -1.8 -0.8 -2.9
C -0.328507 -0.021634 -1.998768 0.7 1.4 -2.5
C 0.338808 0.354696 -0.685061 2.7 0.6 -5.3
C -0.225674 0.133266 0.551644 -2.1 -0.7 3.7
C -1.350674 -0.673754 1.013738 -3.1 1.2 -2.8
C 1.937845 0.714192 0.679378 1.2 0.6 2.0
H 0.395717 0.292274 -2.901781 -1.7 -0.4 2.1
H -1.879046 -1.250257 0.110157 0.8 1.6 1.9
H -0.447509 -1.091203 -2.177865 0.3 -0.3 0.6
H 0.801082 0.575730 2.389810 -0.8 0.2 1.5
H 2.892952 0.888047 1.219216 -0.8 -0.1 -1.0
H -1.044608 -1.432540 1.642971 0.7 -1.6 1.8
H -2.096762 0.028644 1.574635 0.8 -1.5 -0.9
H -1.410347 0.328338 -2.249383 1.9 0.1 0.9
```
Forces are in eV/Å.

Spin multiplicity: 3
<S²>: 2.017
Net charge: 0
LUMO energy (spin up / spin down): 1.00 / -1.53 eV
Relative energy (zero: lowest compared OMol25 entry of this formula, charge and spin): 8.8 kcal/mol

These are the natural (NBO) partial charges, in e, on atoms 1 to 4: atom 1 (N): -0.656, atom 2 (N): -0.493, atom 3 (C): -0.687, atom 4 (C): 0.252

=====

The following is a quantum chemistry calculation of H5NOSSi in the gas phase, from the Open Molecules 2025 dataset.

XYZ file:
```
9
Properties=species:S:1:pos:R:3:forces:R:3
S -0.357574 -1.492019 -1.584884 -0.4 0.9 1.0
Si 0.112282 -0.276258 0.346459 -0.5 -1.8 -1.1
O -1.359310 -0.033802 1.090123 2.0 -3.8 -0.7
N 0.928056 1.236567 0.077155 0.8 -0.6 -0.2
H -1.572897 0.836916 1.195363 -1.0 3.7 0.5
H 1.017329 1.449673 -0.917012 -0.2 0.1 0.2
H 1.069334 -1.342730 0.935916 -0.9 1.1 0.1
H 1.897199 1.242120 0.439678 -0.9 0.0 -0.1
H -1.734421 -1.620468 -1.582798 1.0 0.4 0.3
```
Forces are in eV/Å.

Spin multiplicity: 1
Net charge: 0
SMILES: N[Si@@H](O)S
LUMO energy: 0.60 eV
Relative energy (zero: lowest compared OMol25 entry of this formula, charge and spin): 8.9 kcal/mol

These are the natural (NBO) partial charges, in e, on atoms 1 to 4: atom 1 (S): -0.555, atom 2 (Si): 1.669, atom 3 (O): -1.071, atom 4 (N): -1.313